{
  "formula": "C2H3F2IO",
  "method": "ωB97M-V/def2-TZVPD",
  "species": ["C", "C", "O", "F", "F", "I", "H", "H", "H"],
  "xyz": [[0.058029, 1.132727, 0.280356], [-0.257125, -1.289140, 0.052562], [1.171882, 1.436463, -0.353370], [0.421261, -2.048946, 0.970799], [0.390341, -1.460884, -1.079229], [-1.938387, 1.718063, -0.144070], [0.109647, 1.209183, 1.339800], [-1.231840, -1.627062, 0.136894], [1.276191, 0.929596, -1.203741]],
  "atomic_forces_ev_per_a": [[-1.3274, -3.7629, 0.4277], [3.2452, 2.3695, 2.0044], [0.3744, -0.3601, -1.5318], [-0.0432, 0.6778, 0.0700], [-0.1264, 0.0008, -1.2966], [0.1404, 0.3378, -0.5910], [0.4779, 0.1707, 0.6266], [-2.3697, -0.1318, -0.6698], [-0.3713, 0.6982, 0.9604]],
  "max_force_ev_per_a": 4.49,
  "total_energy_ha": -650.54022
}